Entry 1:
Entry from the OMol25 dataset: a structure of composition C27H30CrF6N7O4S2 (the ωB97M-V functional and the def2-TZVPD basis).

Structure (XYZ):
```
77
Properties=species:S:1:pos:R:3:forces:R:3:mulliken_spin:R:1
Cr -0.758389 0.027998 0.225541 -0.1 -0.3 0.0 1.049
C -0.756481 0.238372 4.329223 -0.1 0.0 -0.2 -0.001
C -1.732097 -0.691953 3.594375 0.2 0.1 -0.1 0.004
C -1.051674 -1.822388 2.825714 0.0 0.2 -0.2 0.007
N -0.605690 -1.560483 1.441414 0.0 0.3 0.1 -0.035
C 0.059240 -2.569567 0.848479 -0.1 0.0 -0.1 -0.006
C 0.414806 -3.755252 1.507480 0.0 0.0 0.0 0.015
C 1.194902 -4.833758 1.100477 0.1 0.0 -0.1 0.001
C 1.846814 -5.076952 -0.091119 0.0 -0.1 0.2 0.016
C 1.747986 -4.311364 -1.243259 -0.1 0.1 -0.1 -0.006
C 0.973258 -3.195746 -1.481730 0.0 -0.3 -0.1 0.016
C 0.189389 -2.412520 -0.614006 -0.2 0.1 0.1 -0.005
N -0.549320 -1.413681 -1.068674 -0.3 -0.3 -0.5 -0.007
C -1.095157 -1.462473 -2.421314 0.2 0.2 0.2 0.011
C -2.486264 -0.797510 -2.446322 0.0 0.0 0.2 0.004
C -3.187344 -0.875955 -1.086108 0.2 0.2 0.0 0.000
N -2.617151 0.090059 -0.141266 0.1 -0.3 -0.1 -0.064
C -3.243756 1.226912 0.200157 -0.1 0.1 0.0 -0.024
C -4.347205 1.709099 -0.493601 0.1 0.1 0.0 0.022
C -5.163181 2.823244 -0.265748 0.0 0.0 0.0 -0.008
C -5.177313 3.702784 0.783242 -0.1 0.0 -0.1 0.020
C -4.290156 3.703902 1.866165 0.2 -0.1 0.0 -0.006
C -3.160473 2.958162 2.087886 -0.4 0.2 0.0 0.023
C -2.542553 1.938492 1.307194 0.0 -0.2 -0.2 0.012
N -1.345823 1.467583 1.526392 0.3 0.5 0.8 -0.059
C -0.463586 2.040372 2.554178 -0.1 -0.2 -0.1 0.009
C 0.212180 0.980188 3.413822 -0.2 0.0 0.0 0.015
H -0.170032 -0.365618 5.027938 0.0 0.0 0.0 0.000
H -1.324887 0.958411 4.929699 0.0 0.0 0.0 0.000
H -2.382645 -0.136902 2.925729 -0.1 0.0 0.0 0.001
H -2.373666 -1.160304 4.343188 0.0 0.0 0.0 0.000
H -1.762674 -2.655106 2.776941 0.1 -0.1 0.0 -0.003
H -0.202771 -2.157360 3.430247 0.0 0.0 0.0 -0.002
H 0.041322 -3.856442 2.513644 0.0 0.0 0.0 0.000
H 1.328774 -5.595471 1.860651 0.0 0.0 0.0 0.001
H 2.470347 -5.960839 -0.138550 0.0 0.0 0.0 0.002
H 2.337302 -4.651202 -2.089137 0.0 0.1 0.0 -0.001
H 1.036476 -2.797520 -2.488517 -0.1 -0.2 0.2 0.005
H -1.199115 -2.507153 -2.726494 0.0 -0.1 0.0 -0.002
H -0.428643 -0.982271 -3.147517 -0.1 -0.2 0.1 0.000
H -3.097236 -1.290251 -3.206468 0.0 0.0 0.0 0.001
H -2.409132 0.257012 -2.719616 0.0 0.0 -0.1 0.003
H -3.041675 -1.868369 -0.655744 0.0 0.0 0.0 0.000
H -4.258431 -0.729739 -1.204169 -0.1 0.0 0.1 0.000
H -4.589158 1.157266 -1.391907 0.0 0.0 0.0 0.003
H -5.920257 2.993065 -1.024960 0.0 -0.1 0.0 0.000
H -5.956841 4.454481 0.784196 0.0 0.0 0.0 0.002
H -4.505163 4.436063 2.637354 0.0 0.0 0.0 -0.001
H -2.650110 3.205734 3.005916 0.0 0.0 0.0 0.004
H -0.987167 2.718177 3.224088 0.0 0.1 0.0 0.001
H 0.309758 2.627707 2.047749 0.0 0.0 -0.1 -0.007
H 0.978645 1.477972 4.009803 0.0 0.0 0.0 0.000
H 0.722699 0.263322 2.780756 0.2 -0.1 -0.1 -0.001
F 2.338812 2.577501 -0.493267 0.2 0.0 0.0 0.000
C 3.239849 1.952062 0.274665 -0.1 -0.1 0.0 0.000
F 3.190456 2.480666 1.500043 -0.1 0.1 -0.1 0.000
F 4.448159 2.148805 -0.228198 0.1 0.0 0.0 0.000
S 2.845189 0.145738 0.389144 0.1 -0.7 -0.1 -0.001
O 1.388828 0.125480 0.365505 0.0 0.4 -0.3 -0.031
O 3.438920 -0.272751 1.616304 0.0 0.1 0.0 0.000
N 3.583613 -0.540727 -0.807778 -0.5 0.3 -0.1 0.001
S 3.077779 -0.886798 -2.276588 0.2 0.0 0.4 0.002
O 1.689270 -0.625864 -2.527279 0.2 0.4 -0.1 0.001
O 3.629153 -2.138875 -2.690183 0.1 0.1 0.0 0.000
C 3.964092 0.353529 -3.302784 0.0 0.0 0.1 0.000
F 3.823649 0.016014 -4.584750 0.0 0.1 0.0 0.000
F 3.429452 1.566881 -3.116107 0.1 0.0 0.0 0.000
F 5.258121 0.398094 -3.000443 -0.1 0.1 -0.1 0.000
N -0.371060 3.903820 -1.860945 0.0 -0.1 -0.1 -0.001
C -0.183775 3.123708 -2.984276 0.0 0.2 0.2 0.000
C -0.258696 1.843806 -2.545965 0.0 -0.2 0.2 0.005
N -0.505584 1.824527 -1.181379 0.2 -0.3 0.1 0.010
C -0.554774 3.086681 -0.806132 -0.1 0.0 -0.3 0.006
H -0.370424 4.905747 -1.828836 0.0 0.1 0.0 0.000
H -0.007634 3.539106 -3.963345 0.0 0.0 0.1 0.000
H -0.110880 0.941306 -3.114092 0.0 0.1 0.1 -0.001
H -0.727536 3.463859 0.187990 0.0 -0.1 0.0 0.003
```
Positions in Å, forces in eV/Å.

## Properties
LUMO energy (alpha / beta)   -0.810 / -0.447 eV
Multiplicity   2
<S²>   0.77
Gap between HOMO and LUMO (alpha / beta)   6.185 / 6.822 eV
E_HOMO (alpha / beta)   -6.995 / -7.269 eV



Entry 2:
Entry from the OMol25 dataset: a structure of composition C27H30CrN5S2Si2 in a non-equilibrium geometry (the ωB97M-V functional and the def2-TZVPD basis).

Structure (XYZ):
```
67
Properties=species:S:1:pos:R:3:forces:R:3:mulliken_spin:R:1
Cr -0.592049 -0.300792 0.094495 -0.6 -0.8 0.3 3.647
C 2.949748 -0.081608 -1.214269 0.0 0.0 -0.3 0.005
Si 1.865372 -0.104094 0.325193 0.0 0.3 0.0 -0.336
C 2.573862 -1.507991 1.385611 0.1 -0.2 0.1 -0.012
C 2.320534 1.480430 1.268363 0.2 0.1 0.0 0.021
C 3.604514 1.727095 1.780077 -0.1 0.0 0.0 0.008
C 3.879034 2.879024 2.501654 -0.1 0.0 0.0 -0.001
C 2.866763 3.813859 2.719482 -0.1 0.0 0.0 0.001
C 1.595971 3.588029 2.209041 0.1 0.0 0.0 0.004
C 1.300757 2.423390 1.482079 0.1 0.3 0.0 -0.020
Si -0.398079 2.098007 0.666030 0.2 0.0 0.0 -0.271
C -1.672941 2.831055 1.861366 -0.2 0.0 0.1 -0.018
C -0.312371 3.338194 -0.760212 0.0 0.1 -0.2 0.009
H 3.961290 0.249605 -0.953472 -0.1 0.0 0.0 -0.004
H 2.550745 0.610206 -1.964925 0.1 -0.1 0.0 0.002
H 3.022885 -1.074882 -1.672130 0.0 0.1 0.0 0.002
H 3.665371 -1.420411 1.457715 -0.1 0.0 0.0 -0.003
H 2.353084 -2.494642 0.963910 0.1 0.1 0.1 0.009
H 2.163986 -1.479168 2.399881 0.1 0.0 -0.1 0.005
H 4.399382 1.000679 1.622749 -0.1 0.1 0.0 -0.002
H 4.874480 3.053495 2.895684 0.0 0.0 0.0 0.000
H 3.075588 4.718710 3.280875 0.0 0.0 0.0 0.000
H 0.820084 4.331254 2.378871 0.1 -0.1 0.0 -0.001
H -1.498682 3.903683 2.010892 0.0 -0.1 0.0 -0.005
H -1.629817 2.337934 2.840158 0.0 0.1 -0.1 0.005
H -2.693804 2.712278 1.477730 0.1 0.0 0.0 0.006
H 0.102430 4.285558 -0.395320 0.0 -0.1 0.0 -0.004
H -1.287035 3.541741 -1.211046 0.1 0.0 0.0 0.004
H 0.344848 2.957481 -1.550195 -0.1 0.1 0.0 -0.002
C 1.656821 -3.757784 -2.035576 0.0 0.0 0.1 0.000
C 1.779811 -3.198847 -3.296949 0.0 0.1 -0.1 0.000
C 1.067034 -2.053153 -3.598309 0.0 0.0 -0.1 0.004
C 0.244146 -1.477974 -2.633581 -0.1 0.2 -0.2 0.024
N 0.164731 -2.000079 -1.400631 0.1 0.1 0.3 -0.002
C 0.845547 -3.111917 -1.122340 -0.1 -0.1 0.1 0.029
C -0.656603 -0.319368 -2.888383 0.1 -0.2 0.1 -0.035
C -1.066942 -0.003753 -4.185511 0.0 -0.1 -0.1 -0.015
C -2.092297 0.906268 -4.386574 0.0 0.0 0.0 0.028
C -2.716428 1.483722 -3.284641 0.0 0.0 0.0 -0.021
C -2.273702 1.186835 -2.001595 0.1 0.0 -0.1 0.045
C -1.215428 0.299362 -1.758397 0.0 0.3 -0.2 -0.173
H 2.183445 -4.660498 -1.756506 0.0 0.0 0.0 0.000
H 2.429053 -3.649439 -4.038475 0.0 0.0 0.0 0.000
H 1.151605 -1.595690 -4.575328 0.0 0.0 0.0 0.000
H 0.728854 -3.500314 -0.116040 0.0 0.0 0.0 -0.001
H -0.625297 -0.502777 -5.041980 0.0 0.0 0.0 -0.001
H -2.420065 1.144359 -5.391209 0.0 0.0 0.0 0.002
H -3.543352 2.170414 -3.430719 0.0 0.0 0.0 -0.002
H -2.775485 1.659433 -1.163052 0.0 0.0 0.0 0.004
N 0.675452 0.406075 3.643071 -0.2 -0.2 0.1 0.007
C -0.427367 -0.344424 3.490727 0.1 0.1 0.1 0.024
N -0.875346 -0.831292 2.357610 -0.2 -0.2 -0.4 -0.018
C -2.009242 -1.608107 2.592990 0.1 0.0 -0.3 0.004
C -2.424083 -1.690238 3.868529 -0.1 0.0 0.2 0.006
S -1.367003 -0.785862 4.880749 0.0 0.0 0.2 0.000
C -2.667665 -2.247763 1.454432 0.3 0.3 -0.1 0.002
C -3.496991 -3.303811 1.514244 -0.2 -0.2 0.0 0.003
S -4.069698 -3.677559 -0.066721 -0.1 -0.1 -0.1 0.002
C -3.133356 -2.366605 -0.710570 0.0 0.0 0.1 0.046
N -2.437772 -1.714697 0.191436 0.0 0.1 0.2 -0.018
N -3.139558 -2.114876 -2.032324 0.1 0.0 0.1 0.005
H 1.100608 0.836555 2.827214 0.0 0.0 0.1 0.006
H 0.821157 0.875067 4.518995 0.0 0.0 0.0 -0.001
H -3.293815 -2.193284 4.260936 0.1 0.0 0.0 0.000
H -3.789135 -3.886330 2.373447 0.0 0.1 -0.1 0.000
H -3.854571 -2.519573 -2.607193 0.0 0.0 0.0 0.000
H -2.683015 -1.270191 -2.352066 0.0 0.0 0.0 0.001
```
Positions in Å, forces in eV/Å.

## Properties
LUMO energy (alpha / beta)   0.316 / 0.313 eV
Multiplicity   4
Energy relative to the best compared isomer or geometry (same formula, charge and spin)   77.21 kJ/mol
<S²>   3.94
Gap between HOMO and LUMO (alpha / beta)   7.723 / 6.651 eV
E_HOMO (alpha / beta)   -7.407 / -6.338 eV